(1)
A 2-piece molecular cluster, C4H14N2O overall. Source: the OMol25 dataset; level of theory: the ωB97M-V functional and the def2-TZVPD basis.

Structure (ORCA input):
```
! wB97M-V def2-TZVPD RIJCOSX def2/J DEFGRID3
* xyz -1 2
C 0.5015 -1.9360 1.5501
N 0.4144 -0.8799 0.5926
C -0.6222 -0.9204 -0.4622
C -1.0740 0.4433 -0.8573
C 0.0862 1.4007 -1.2015
N 0.9615 0.9760 -2.2918
H -0.3990 -2.2815 2.0526
H 1.0330 -2.8747 1.2499
H 1.0656 -1.5070 2.4003
H 1.2657 -0.5910 0.1418
H -1.5223 -1.3690 0.0441
H -0.4320 -1.6205 -1.3172
H -1.5661 0.9732 -0.0012
H -1.8009 0.4283 -1.7218
H 0.6744 1.4604 -0.2608
H -0.4944 2.3391 -1.3497
H 1.2090 0.0010 -2.0839
H 0.4360 0.9136 -3.1733
H 0.0208 1.1399 1.6492
H -0.0702 1.9645 2.9700
O 0.3133 1.9401 2.0702
*
```

Its expectation value of S² is 0.75. As for the relative energy (zero: lowest compared OMol25 entry of this formula, charge and spin): 87.67 kJ/mol.

These are the Löwdin partial charges, in e, on atoms 1 to 5:
1. C -0.41
2. N -0.14
3. C -0.36
4. C -0.29
5. C -0.36

***

(2)
A 2-piece molecular cluster, C2H3F3S overall. Source: the OMol25 dataset; level of theory: the ωB97M-V functional and the def2-TZVPD basis.

Structure (ORCA input):
```
! wB97M-V def2-TZVPD RIJCOSX def2/J DEFGRID3
* xyz 0 1
F 0.0763 0.5905 1.2166
C -0.0032 -0.4124 0.3809
F -0.3858 -1.5519 0.9153
C 0.8590 -0.3653 -0.7419
S -0.8983 0.0310 -1.1798
H 1.1808 -1.2476 -1.2690
H 1.4731 0.5700 -0.8272
F -2.6075 0.0071 1.8550
H -2.3922 0.5460 1.0804
*
```

As for the relative energy (zero: lowest compared OMol25 entry of this formula, charge and spin): 158.33 kJ/mol.

These are the Löwdin partial charges, in e, on atoms 1 to 5:
1. F 0.10
2. C -0.92
3. F 0.11
4. C -0.30
5. S 0.84

***

(3)
A 4-piece molecular cluster, C31H53BIN3O6S3 overall. Source: the OMol25 dataset; level of theory: the ωB97M-V functional and the def2-TZVPD basis.

Structure (ORCA input):
```
! wB97M-V def2-TZVPD RIJCOSX def2/J DEFGRID3
* xyz 0 1
C 2.2577 -1.9112 -1.3497
C 3.0913 -1.8578 -2.7733
N 3.2839 -0.4225 -3.3001
C 1.9884 0.0796 -3.9005
C 2.2080 1.2747 -5.0440
C 3.8036 0.4677 -2.1921
S 5.2080 -0.0262 -1.3026
S 3.0295 2.1148 -1.7436
C 3.0910 2.4497 0.0981
C 2.1263 1.4933 1.0146
C 0.5263 1.8399 0.9427
C 0.1629 3.3779 0.5083
C 0.6405 4.7439 1.3259
B 1.5384 4.6500 2.7058
C 3.1792 4.7318 2.8087
O 0.7738 4.5173 3.9955
C 0.1945 6.2078 0.7235
C 0.6991 7.5796 1.5308
O 2.1546 7.8105 1.4263
O 2.5061 7.5191 0.1779
C -0.6922 6.4621 -0.6333
N -1.1434 7.7309 -1.3240
S -2.0944 7.2699 -2.7543
N -1.9982 5.5001 -2.6159
C -1.1903 5.0993 -1.3978
C -0.7863 3.5699 -0.8557
C -1.3814 2.3215 -1.7479
C -2.5751 1.6179 -0.8269
C -3.7779 0.9376 -1.7089
I -3.5607 3.0610 0.5415
H 2.9846 -2.1021 -0.4473
H 1.5237 -2.8471 -1.4163
H 1.6171 -0.9286 -1.1603
H 4.1403 -2.3969 -2.5973
H 2.5475 -2.5215 -3.5997
H 1.1645 0.3710 -3.0983
H 1.5159 -0.8309 -4.5104
H 3.3725 1.4447 -5.2259
H 1.8245 2.3007 -4.5723
H 1.6086 1.0797 -6.0324
H 2.9455 3.6007 0.2495
H 4.2105 2.2170 0.4412
H 2.4766 1.5404 2.1441
H 2.2470 0.3843 0.5894
H 0.1063 1.6971 2.0509
H -0.0064 1.0123 0.2983
H 3.7187 4.9546 1.7786
H 3.5526 3.6814 3.2146
H 3.5743 5.5750 3.5530
H -0.0172 3.9195 3.7545
H 0.3182 7.4356 2.6403
H 0.0784 8.4972 1.0868
H 2.9830 6.6252 0.1742
H -1.9473 2.7635 -2.6987
H -0.5767 1.5583 -2.1230
H -2.1421 0.7584 -0.1285
H -4.8065 1.1080 -1.1284
H -3.5934 -0.2413 -1.6767
H -3.8284 1.2740 -2.8284
C -0.9594 -5.0914 -4.9440
C -0.9332 -6.2100 -3.9346
C -0.2137 -5.5677 -2.7686
O -0.5240 -4.1680 -2.8081
C -1.1514 -3.8755 -4.0643
H -1.7421 -5.1990 -5.6991
H 0.0076 -5.0322 -5.4576
H -1.9576 -6.4709 -3.6436
H -0.4387 -7.1157 -4.2946
H 0.8722 -5.6721 -2.8654
H -0.5200 -5.9858 -1.8054
H -2.2136 -3.6892 -3.8716
H -0.7111 -2.9719 -4.4948
C -1.3050 -8.0548 2.5993
C -2.5542 -7.2285 2.4339
C -2.1795 -6.3135 1.2885
O -1.2571 -7.0373 0.4623
C -0.8383 -8.2132 1.1688
H -1.4737 -9.0110 3.1010
H -0.5609 -7.4915 3.1750
H -3.3894 -7.8744 2.1382
H -2.8450 -6.6851 3.3365
H -1.6701 -5.4136 1.6489
H -3.0459 -6.0096 0.6940
H -1.3127 -9.0769 0.6903
H 0.2468 -8.3234 1.0908
C -1.7200 0.3674 5.9787
C -2.5451 0.3427 4.7181
C -2.1967 1.6722 4.0853
O -0.8527 1.9813 4.4795
C -0.4635 1.0751 5.5209
H -1.5233 -0.6239 6.3948
H -2.2287 0.9662 6.7436
H -2.2106 -0.4776 4.0721
H -3.6167 0.2226 4.8960
H -2.8462 2.4718 4.4570
H -2.2636 1.6473 2.9938
H 0.2574 0.3681 5.0961
H 0.0245 1.6285 6.3280
*
```

These are the Löwdin partial charges, in e, on atoms 1 to 5:
1. C -0.12
2. C -0.24
3. N -0.21
4. C -0.28
5. C -0.11

***

(4)
A 2-piece molecular cluster, C5H13N2O overall. Source: the OMol25 dataset; level of theory: the ωB97M-V functional and the def2-TZVPD basis.

Structure (ORCA input):
```
! wB97M-V def2-TZVPD RIJCOSX def2/J DEFGRID3
* xyz 1 1
C -1.0762 -0.9135 1.8222
C -1.8863 -0.4335 0.5721
C -1.0925 -0.4571 -0.7383
C -0.0384 0.3431 -1.0827
N 0.8722 0.1066 -2.0735
C 0.9384 -0.3157 -3.2799
N -0.0778 0.1090 2.4896
H -1.7166 -1.2603 2.6169
H -0.4409 -1.8215 1.5716
H -2.8618 -0.9567 0.4826
H -2.3495 0.6016 0.6695
H -1.1918 -1.2169 -1.4646
H -0.0345 1.2729 -0.6029
H 0.2203 -0.4499 -4.0112
H 1.9175 -0.6372 -3.5196
H 0.2924 -0.2121 3.4267
H -0.5839 0.9123 2.7685
H 0.7653 0.3340 1.9493
H 1.8372 1.0556 0.0505
H 2.6974 0.9806 1.3379
O 1.8522 1.3185 1.0065
*
```

As for the relative energy (zero: lowest compared OMol25 entry of this formula, charge and spin): 327.35 kJ/mol.

These are the Löwdin partial charges, in e, on atoms 1 to 5:
1. C -0.10
2. C -0.17
3. C -0.08
4. C -0.21
5. N 0.01

***

(5)
A 2-piece molecular cluster, C5H10NO5 overall. Source: the OMol25 dataset; level of theory: the ωB97M-V functional and the def2-TZVPD basis.

Structure (ORCA input):
```
! wB97M-V def2-TZVPD RIJCOSX def2/J DEFGRID3
* xyz 0 2
O 0.2477 2.3712 -1.6617
H 0.7670 3.0893 -2.0810
C -0.7211 -0.5239 -1.7260
C 0.5105 -0.3454 -0.9027
C 1.7704 -0.4367 -1.3728
C 0.2745 0.0289 0.5691
C 0.1085 -1.1737 1.4680
O -1.2182 -1.6442 1.3449
O -0.8966 0.8251 0.5180
N -1.0552 1.5373 1.8431
O -2.0992 2.1347 1.9206
O -0.1095 1.4013 2.5945
H -1.5633 -0.8108 -1.0891
H -0.9869 0.3964 -2.2546
H -0.5416 -1.2908 -2.4879
H 2.6050 -0.2974 -0.6925
H 1.9483 -0.6036 -2.4330
H 1.1258 0.6200 0.9225
H 0.7891 -1.9744 1.1461
H 0.3371 -0.8551 2.4894
H -1.2921 -2.4485 1.8853
*
```

Its expectation value of S² is 0.75. As for the relative energy (zero: lowest compared OMol25 entry of this formula, charge and spin): 128.51 kJ/mol.

These are the Löwdin partial charges, in e, on atoms 1 to 5:
1. O 0.03
2. H 0.03
3. C -0.06
4. C -0.32
5. C 0.06

***

(6)
A 2-piece molecular cluster, C6H16N4O3S overall. Source: the OMol25 dataset; level of theory: the ωB97M-V functional and the def2-TZVPD basis.

Structure (ORCA input):
```
! wB97M-V def2-TZVPD RIJCOSX def2/J DEFGRID3
* xyz 0 1
C -1.5135 -1.6688 -0.1680
C -2.3611 -2.4635 0.8523
C 1.3760 0.0269 -2.5040
C -0.4385 1.2418 1.9691
C -0.9112 2.5485 -0.0959
C 0.6014 -0.7113 -0.3697
N 2.7927 0.9792 0.3953
N -0.2920 -1.4143 0.3204
N 0.3487 -0.4534 -1.6398
N -0.1558 1.4551 0.4826
O -1.9543 -1.4015 -1.2353
O 2.9352 -1.5340 -0.3069
O 1.8481 -0.8888 1.7867
S 2.2751 -0.5145 0.4820
H -2.3980 -2.0081 1.8417
H -2.0287 -3.4758 0.6445
H -3.3330 -2.5803 0.4508
H 2.3863 -0.1106 -2.0375
H 1.2030 -0.5723 -3.3459
H 1.0756 1.1894 -2.7386
H -0.9270 2.1377 2.4260
H -1.3167 0.6374 1.9558
H 0.4396 0.9038 2.6116
H -0.6130 3.5909 -0.1461
H -0.8858 2.2673 -1.2125
H -1.9090 2.6216 0.2987
H 3.4469 1.0038 -0.3762
H 0.7774 1.5484 0.4301
H 0.1038 -1.5963 1.2994
H -0.5723 -0.7583 -2.0706
*
```

As for the relative energy (zero: lowest compared OMol25 entry of this formula, charge and spin): 223.21 kJ/mol.

These are the Löwdin partial charges, in e, on atoms 1 to 5:
1. C -0.50
2. C 0.03
3. C -0.06
4. C -0.08
5. C -0.12

***

(7)
A 8-piece molecular cluster, C4H22N2O9 overall. Source: the OMol25 dataset; level of theory: the ωB97M-V functional and the def2-TZVPD basis.

Structure (ORCA input):
```
! wB97M-V def2-TZVPD RIJCOSX def2/J DEFGRID3
* xyz 0 1
C -0.9428 0.3268 -0.2531
C 0.2586 0.4389 -1.2491
N 1.5303 0.4202 -0.6141
C 2.0389 -0.5297 0.3028
O 1.3749 -1.4559 0.8276
C 0.2471 -0.5000 -2.4373
N 0.0515 -1.8357 -2.1599
O 0.5026 -0.0557 -3.5661
H -0.8902 -0.7114 0.2957
H -1.9754 0.2155 -0.6024
H -0.9418 0.9380 0.5893
H 0.2371 1.4381 -1.6673
H 2.2198 0.8980 -1.2994
H 3.0214 -0.6163 0.2900
H -0.1405 -2.1124 -1.2147
H 0.0673 -2.5991 -2.8208
O -2.7623 -2.4682 2.3778
H -3.6288 -2.1502 2.5436
H -2.2441 -1.6932 2.5623
O 0.3742 0.8886 4.4987
H -0.1379 0.8600 5.2791
H -0.1507 1.6231 4.0801
O -1.4840 3.0344 2.3323
H -0.9972 3.8415 2.5877
H -1.1201 2.9163 1.4391
O 0.2042 2.0700 -4.7126
H 0.6947 1.3402 -4.4324
H -0.5263 2.0782 -4.1625
O 2.7872 1.9829 -2.6399
H 2.2800 2.6176 -3.1778
H 2.4193 1.1536 -3.0193
O -0.2611 -3.3968 0.5050
H -0.0233 -3.7409 1.3922
H -1.1248 -3.0107 0.7250
O -0.6349 -0.8285 2.4781
H 0.0323 -1.2788 1.9917
H -0.3550 -0.0986 2.9308
*
```

As for the relative energy (zero: lowest compared OMol25 entry of this formula, charge and spin): 258.83 kJ/mol.

These are the Löwdin partial charges, in e, on atoms 1 to 5:
1. C -0.01
2. C -0.29
3. N 0.07
4. C -0.18
5. O -0.04

***

Table of maximum force (Eh/bohr), in record order: 0.0562 0.0491 0.1265 0.0713 0.0562 0.0992 0.1405
Table of molecular weight (g/mol), in record order: 106.17 116.11 797.70 117.17 164.14 224.29 242.22
Table of electronic energy (eV), in record order: -9400.675 -21109.207 -91026.018 -10414.803 -17066.948 -29416.368 -25912.075